{"formula": "C22H42BBrClF3O6PS", "method": "wB97M-V/def2-TZVPD", "elements": ["C", "C", "Br", "C", "B", "S", "C", "C", "C", "F", "C", "F", "F", "P", "O", "Cl", "H", "H", "H", "H", "H", "H", "H", "H", "H", "H", "H", "H", "C", "C", "O", "C", "H", "H", "H", "H", "H", "H", "C", "C", "O", "C", "H", "H", "H", "H", "H", "H", "C", "C", "O", "C", "H", "H", "H", "H", "H", "H", "C", "C", "O", "C", "H", "H", "H", "H", "H", "H", "C", "C", "O", "C", "H", "H", "H", "H", "H", "H"], "positions_angstrom": [[-5.484683, -0.079952, -0.930475], [-3.932351, -0.197085, -0.822854], [-3.484230, -2.067220, -1.182465], [-3.292686, 0.759699, -1.809838], [-1.633014, 0.859690, -1.830641], [-0.792340, 0.143235, -0.241602], [-0.983694, 0.286885, -3.233452], [-0.341391, -1.111359, -3.151690], [1.085629, -1.050001, -2.747496], [1.936597, -0.383949, -3.582712], [1.602698, -1.543456, -1.613050], [2.442426, -0.855056, -0.832455], [1.385144, -2.767333, -1.124870], [-1.282776, 2.810240, -1.882113], [-1.984138, 3.483120, -0.520082], [0.800797, 2.965809, -1.610259], [-5.878164, -0.975689, -1.402339], [-5.958780, 0.002904, 0.044632], [-5.754725, 0.747235, -1.577983], [-3.693332, 0.086674, 0.192133], [-3.680545, 1.742663, -1.519438], [-3.699318, 0.562732, -2.804185], [-0.829461, 1.150474, 0.641369], [-0.202255, 0.974044, -3.564815], [-1.769956, 0.303483, -3.979480], [-0.860780, -1.804087, -2.492833], [-0.386868, -1.556002, -4.147766], [-1.501330, 3.160357, 0.255723], [0.042788, 3.572760, 3.650273], [0.774868, 3.722210, 2.340015], [0.429653, 3.150360, 1.335593], [1.983689, 4.631077, 2.337859], [-0.800864, 2.898120, 3.513178], [0.715174, 3.165577, 4.411833], [-0.328012, 4.543122, 3.986837], [2.729000, 4.262432, 3.045449], [1.688719, 5.644126, 2.618018], [2.416474, 4.649512, 1.339979], [1.129843, 4.075562, 8.579747], [1.836929, 4.230285, 7.255087], [1.445558, 3.666897, 6.261457], [3.054666, 5.121755, 7.227734], [0.276768, 3.412538, 8.458268], [1.809991, 3.648785, 9.318448], [0.778327, 5.046562, 8.932075], [3.814174, 4.738227, 7.910715], [2.782592, 6.135999, 7.524131], [3.463273, 5.144626, 6.220314], [1.359959, -1.222245, -7.134052], [0.191637, -0.271631, -7.006985], [-0.659698, -0.431599, -6.171647], [0.145734, 0.891455, -7.972076], [1.271387, -2.002952, -6.382290], [1.365206, -1.679088, -8.126019], [2.296958, -0.685878, -6.976926], [0.099547, 0.524573, -8.999456], [1.033665, 1.513740, -7.850001], [-0.737504, 1.492056, -7.768496], [4.980560, -1.582088, 0.971916], [5.784420, -2.093209, 2.137752], [6.969822, -1.876220, 2.248420], [5.035324, -2.897838, 3.174790], [5.626673, -1.021905, 0.300678], [4.540515, -2.416652, 0.425033], [4.183621, -0.926046, 1.323688], [4.597716, -3.784696, 2.714488], [4.240921, -2.292894, 3.613864], [5.722824, -3.206753, 3.959508], [-5.017613, -6.831247, -1.331026], [-3.712764, -6.240800, -0.844742], [-3.223087, -5.276455, -1.371087], [-3.053377, -6.917538, 0.335770], [-5.380274, -6.251542, -2.176352], [-4.867225, -7.865672, -1.645792], [-5.762408, -6.801283, -0.533969], [-2.820270, -7.955619, 0.091140], [-3.717251, -6.891164, 1.201531], [-2.132140, -6.394279, 0.579874]], "forces_ev_per_angstrom": [[0.36, -0.68, -0.20], [-1.66, 0.90, -0.58], [0.26, 0.01, 0.27], [0.85, -0.06, 0.39], [-0.08, 0.44, 0.01], [0.09, -0.57, 0.36], [0.34, 0.20, 1.41], [0.26, -0.98, -1.33], [-0.04, -0.96, 0.44], [-0.31, 1.10, 0.60], [0.38, 0.70, -0.47], [0.72, -0.86, -0.56], [-0.86, 0.74, 0.63], [-0.87, 0.30, -1.04], [0.88, -0.22, 0.06], [0.01, 0.03, -0.07], [-0.19, -0.06, -0.04], [-0.06, 0.16, 0.10], [-0.07, 0.31, 0.15], [0.72, -0.52, 0.17], [-0.19, 0.07, 0.05], [0.02, -0.09, -0.15], [-0.07, 0.13, -0.18], [0.01, 0.06, -0.27], [0.02, -0.19, -0.26], [-0.09, 0.13, 0.26], [-0.11, -0.10, -0.09], [-0.15, -0.06, 0.24], [-0.08, -0.33, -0.19], [-0.04, 0.06, 0.09], [-0.14, 0.05, 0.29], [0.08, -0.08, -0.22], [-0.01, 0.02, -0.04], [-0.24, 0.23, -0.27], [0.13, 0.01, 0.11], [-0.05, 0.10, 0.11], [0.04, -0.02, 0.13], [-0.03, -0.02, -0.02], [-0.14, -0.13, -0.13], [0.02, 0.02, 0.03], [0.19, 0.01, 0.34], [0.00, -0.06, -0.22], [0.00, -0.01, -0.02], [0.02, 0.13, 0.06], [0.11, 0.01, 0.10], [-0.03, 0.10, 0.10], [0.06, -0.02, 0.13], [-0.01, -0.01, -0.01], [-0.08, -0.09, 0.14], [0.11, 0.01, 0.02], [-0.19, -0.04, -0.26], [-0.17, 0.05, 0.09], [-0.01, 0.02, 0.03], [0.10, 0.09, -0.04], [0.02, 0.00, -0.11], [0.14, 0.03, -0.02], [0.05, -0.05, -0.10], [0.00, 0.00, 0.03], [0.30, 0.09, 0.00], [-0.05, 0.02, -0.06], [0.06, -0.01, 0.04], [0.23, -0.01, 0.13], [0.01, 0.01, 0.00], [-0.19, 0.05, 0.06], [-0.14, -0.13, -0.07], [-0.15, 0.07, -0.01], [-0.12, -0.07, -0.10], [0.02, 0.01, -0.01], [0.01, 0.14, -0.13], [-0.02, -0.01, 0.05], [0.08, 0.00, -0.13], [0.14, 0.14, -0.02], [0.02, 0.03, 0.00], [-0.06, -0.05, 0.12], [0.02, -0.13, 0.03], [-0.11, -0.05, 0.08], [-0.03, -0.13, -0.02], [0.00, 0.03, -0.01]], "mulliken_charge": [-1.28, 0.38, -0.27, -1.15, 0.45, -0.11, -0.69, -0.40, 0.65, -0.35, -0.09, -0.20, -0.26, -0.13, -0.46, -0.30, 0.33, 0.32, 0.37, 0.35, 0.44, 0.29, -0.19, 0.41, 0.16, 0.08, 0.43, 0.25, -0.99, 0.72, -0.32, -1.19, 0.27, 0.33, 0.30, 0.31, 0.34, 0.29, -1.12, 0.75, -0.50, -1.06, 0.29, 0.33, 0.33, 0.34, 0.33, 0.24, -1.16, 0.90, -0.47, -1.24, 0.25, 0.40, 0.31, 0.35, 0.33, 0.31, -0.89, 0.73, -0.58, -1.04, 0.32, 0.27, 0.29, 0.30, 0.30, 0.30, -1.12, 0.84, -0.51, -1.11, 0.28, 0.33, 0.33, 0.34, 0.32, 0.28], "homo_ev": -3.4, "orbital_gap_ev": 5.40, "energy_ev": -147299.3975, "charge": -1}

***

{"formula": "C5H10O2", "method": "wB97M-V/def2-TZVPD", "elements": ["C", "C", "O", "C", "C", "C", "O", "H", "H", "H", "H", "H", "H", "H", "H", "H", "H"], "positions_angstrom": [[0.018204, -0.533777, -2.444299], [0.369776, 0.209657, -1.195546], [1.277496, -0.552712, -0.474645], [1.138198, -0.247107, 0.875134], [-0.217557, 0.700443, 0.906616], [-1.180341, 0.206428, 1.952506], [-0.737059, 0.467355, -0.385309], [-0.428623, -1.498812, -2.185835], [-0.692971, 0.038215, -3.033895], [0.907787, -0.722958, -3.049169], [0.875879, 1.187052, -1.317576], [0.937113, -1.185523, 1.405591], [2.136220, 0.010194, 1.275693], [-0.064778, 1.790215, 1.020518], [-2.159889, 0.675438, 1.846043], [-0.814333, 0.407913, 2.962782], [-1.317306, -0.870957, 1.844389]], "forces_ev_per_angstrom": [[-0.25, 0.04, -0.35], [0.61, 0.99, -0.38], [0.30, -0.96, -0.16], [-0.72, 0.19, 0.82], [1.49, -0.59, 0.49], [-0.30, -0.15, 0.14], [-0.34, -0.69, 0.17], [0.05, 0.19, 0.07], [-0.06, 0.03, -0.10], [-0.05, 0.12, 0.14], [-0.20, -0.02, -0.77], [-0.47, 0.09, 0.04], [-0.66, 1.07, -0.02], [0.49, -0.44, 0.04], [0.07, 0.08, -0.02], [0.05, 0.03, -0.12], [0.00, 0.02, 0.02]], "mulliken_charge": [-1.33, 0.48, -0.39, -0.47, 0.50, -1.48, -0.42, 0.31, 0.36, 0.34, 0.24, 0.22, 0.29, 0.29, 0.34, 0.36, 0.37], "smiles": "C[C@@H]1OC[C@H](C)O1", "homo_ev": -9.7, "e_above_lowest_kcal_mol": 39.16, "orbital_gap_ev": 10.81, "energy_ev": -9441.3447, "charge": 0}

***

{"formula": "C34H37BN3O2RuSi", "method": "wB97M-V/def2-TZVPD", "elements": ["Ru", "C", "C", "C", "C", "C", "C", "N", "N", "Si", "C", "C", "C", "H", "H", "H", "H", "H", "H", "H", "H", "H", "H", "H", "H", "H", "H", "H", "C", "C", "C", "C", "C", "C", "C", "C", "C", "C", "C", "C", "C", "C", "C", "N", "H", "H", "H", "H", "H", "H", "H", "H", "H", "H", "C", "C", "C", "C", "C", "C", "C", "C", "O", "B", "O", "C", "C", "H", "H", "H", "H", "H", "H", "H", "H", "H", "H", "H", "H"], "positions_angstrom": [[0.101950, -0.243408, 1.483446], [-1.861605, -3.150661, 0.354968], [-2.567626, -1.912590, 0.816216], [-3.948883, -1.820611, 0.911980], [-4.522478, -0.644572, 1.390587], [-3.741518, 0.431435, 1.764990], [-2.358358, 0.285095, 1.630338], [-1.823766, -0.867754, 1.174088], [-1.309626, 1.101131, 1.881025], [-1.163873, 2.442554, 2.989607], [0.552961, 3.155845, 2.771275], [-2.449909, 3.742374, 2.584817], [-1.419692, 1.830600, 4.738559], [-2.316075, -3.536078, -0.557855], [-1.925870, -3.927877, 1.118938], [-0.813314, -2.937370, 0.158398], [-4.563134, -2.659326, 0.615798], [-5.600247, -0.572739, 1.468737], [-4.170675, 1.349908, 2.135742], [0.511274, 4.161172, 2.347080], [1.147333, 2.536177, 2.100563], [1.080487, 3.214289, 3.725872], [-2.392058, 4.028803, 1.532711], [-2.280170, 4.636961, 3.189452], [-3.466175, 3.400822, 2.789043], [-0.570305, 1.225478, 5.065416], [-2.311321, 1.201279, 4.801533], [-1.541708, 2.660941, 5.438910], [-0.729431, -2.283750, 5.344375], [0.486979, -2.095418, 5.989940], [1.544023, -1.513127, 5.308904], [1.375457, -1.110874, 3.983468], [0.144489, -1.260936, 3.323343], [-0.892124, -1.867095, 4.029164], [2.474343, -0.484402, 3.211885], [3.825823, -0.582602, 3.627548], [4.811088, -0.029431, 2.874106], [4.482994, 0.671853, 1.691678], [5.458730, 1.296915, 0.882756], [5.089746, 2.000002, -0.227513], [3.724010, 2.113718, -0.560522], [2.761335, 1.506740, 0.196083], [3.122050, 0.750438, 1.332759], [2.147315, 0.134888, 2.079228], [-1.554219, -2.743933, 5.875693], [0.609965, -2.397475, 7.021977], [2.479737, -1.356817, 5.831493], [-1.859754, -2.002816, 3.554519], [4.063117, -1.124508, 4.529922], [5.850461, -0.115172, 3.168699], [6.500579, 1.210434, 1.166754], [5.837176, 2.478023, -0.846423], [3.430456, 2.691922, -1.427002], [1.711973, 1.603576, -0.052429], [-1.878323, -0.996079, -7.124084], [-0.465572, -1.095174, -6.532420], [-0.059213, -2.568973, -6.514205], [0.517824, -0.340579, -7.437780], [-0.453055, -0.474909, -5.133102], [-0.786794, 0.874242, -4.982656], [-0.802849, 1.513983, -3.745686], [-0.471123, 0.755139, -2.646929], [-0.401999, 1.117607, -1.325782], [-0.019506, -0.041490, -0.614853], [0.146804, -1.096603, -1.539613], [-0.139159, -0.579159, -2.777462], [-0.119780, -1.219028, -3.997122], [-1.899133, -1.427938, -8.127546], [-2.210653, 0.039871, -7.196160], [-2.595061, -1.536075, -6.502592], [-0.081221, -2.963826, -7.531516], [-0.743238, -3.168313, -5.910418], [0.952493, -2.703252, -6.126730], [0.535957, -0.790790, -8.433121], [1.527758, -0.377498, -7.025360], [0.238464, 0.707585, -7.548834], [-1.046570, 1.454646, -5.858904], [-1.066238, 2.558809, -3.650415], [0.148223, -2.264248, -4.049337]], "forces_ev_per_angstrom": [[-0.17, -0.33, -0.11], [0.00, 0.01, -0.02], [-0.03, -0.01, 0.02], [0.01, -0.01, -0.02], [0.00, 0.02, 0.01], [-0.01, 0.00, 0.01], [0.02, 0.16, 0.05], [-0.09, -0.22, -0.13], [0.27, 0.23, 0.08], [-0.02, 0.00, -0.01], [-0.02, 0.04, 0.01], [-0.02, -0.02, 0.00], [0.00, -0.01, 0.01], [-0.01, -0.01, 0.01], [0.02, 0.00, 0.01], [0.00, 0.00, -0.01], [0.00, 0.00, 0.00], [0.00, 0.01, 0.00], [-0.01, 0.00, 0.00], [0.00, 0.00, 0.00], [-0.02, 0.03, 0.02], [0.00, 0.01, 0.00], [0.00, 0.00, 0.00], [0.01, 0.00, 0.00], [-0.01, 0.01, 0.00], [-0.01, -0.02, -0.01], [-0.01, 0.02, 0.00], [0.02, 0.00, 0.00], [0.02, 0.00, 0.00], [-0.01, 0.00, -0.01], [0.00, 0.00, 0.02], [0.03, 0.01, -0.02], [0.09, 0.03, 0.02], [0.00, -0.04, -0.01], [0.02, -0.09, -0.04], [0.01, 0.03, 0.00], [-0.02, 0.00, -0.02], [0.00, 0.00, 0.04], [0.00, 0.01, -0.01], [0.00, -0.01, 0.01], [0.00, 0.00, -0.01], [-0.03, 0.02, -0.04], [0.03, 0.05, -0.04], [-0.26, 0.14, 0.13], [0.00, 0.01, 0.00], [0.00, 0.00, 0.00], [0.01, -0.01, -0.01], [0.00, 0.01, 0.01], [0.00, 0.00, 0.00], [0.00, 0.00, 0.00], [0.00, 0.00, 0.00], [0.00, 0.00, 0.00], [0.00, 0.00, 0.00], [0.07, 0.00, 0.01], [0.00, 0.00, 0.00], [0.00, 0.00, 0.00], [0.00, 0.00, 0.00], [0.00, 0.00, 0.00], [-0.01, 0.01, 0.00], [0.00, 0.00, 0.00], [0.00, 0.00, 0.00], [0.02, -0.01, 0.00], [-0.03, -0.01, -0.02], [0.14, -0.01, 0.02], [-0.02, -0.03, 0.03], [0.01, 0.01, 0.00], [0.00, -0.01, 0.00], [0.00, 0.00, 0.00], [0.00, 0.00, 0.00], [0.00, 0.00, 0.00], [0.00, 0.00, 0.00], [0.00, 0.00, 0.00], [0.00, 0.00, 0.00], [0.00, 0.00, 0.00], [0.00, 0.00, 0.00], [0.00, 0.00, 0.00], [0.00, 0.00, 0.00], [0.00, 0.00, 0.00], [0.00, 0.00, 0.00]], "mulliken_charge": [-0.06, -1.51, 0.69, -0.86, -0.51, -0.79, 0.15, 0.52, 0.37, -0.06, -0.68, -1.28, -0.94, 0.47, 0.30, 0.21, 0.50, 0.42, 0.33, 0.43, -0.13, 0.38, 0.33, 0.35, 0.36, 0.16, 0.31, 0.46, -0.97, -0.72, -1.06, 0.90, 0.38, 0.04, 1.16, -0.99, -1.04, 1.28, -0.81, -0.60, -1.03, -0.17, 0.04, 0.28, 0.42, 0.39, 0.30, 0.29, 0.40, 0.40, 0.40, 0.40, 0.47, 0.33, -1.61, 2.00, -2.09, -1.61, 0.54, -0.34, -2.14, 0.91, -0.27, 0.12, -0.39, 0.61, -1.06, 0.44, 0.33, 0.38, 0.43, 0.39, 0.39, 0.44, 0.38, 0.32, 0.38, 0.47, 0.56], "homo_ev": [-6.8, -7.7], "e_above_lowest_kcal_mol": 0.00, "orbital_gap_ev": [6.23, 7.16], "spin_multiplicity": 2, "energy_ev": -55564.1429, "charge": 0}

***

{"formula": "C4H13NSi", "method": "wB97M-V/def2-TZVPD", "elements": ["C", "C", "C", "Si", "C", "N", "H", "H", "H", "H", "H", "H", "H", "H", "H", "H", "H", "H", "H"], "positions_angstrom": [[-1.629197, 0.162244, -0.979253], [-0.855849, -0.343688, 0.266728], [-1.581889, -0.048380, 1.557098], [0.968883, 0.211233, 0.091909], [1.767450, 0.373526, -1.608243], [1.941978, -0.874862, 1.055241], [-1.760002, 1.254962, -1.059124], [-1.049876, -0.162004, -1.858100], [-2.492827, -0.318745, -1.123694], [-0.839304, -1.496968, 0.077837], [-1.519975, 0.998636, 1.666531], [-1.292597, -0.619568, 2.580448], [-2.608139, -0.336063, 1.330916], [0.798779, 1.486408, 0.791933], [0.967896, 0.467646, -2.322848], [2.440939, 1.252620, -1.719019], [2.165857, -0.520701, -2.004278], [1.698381, -0.754956, 2.042775], [2.879500, -0.731333, 1.213143]], "forces_ev_per_angstrom": [[3.81, 1.57, 0.02], [1.05, -2.83, -1.82], [0.14, -2.05, 1.39], [-0.13, -0.42, 0.71], [-0.84, 1.11, 0.33], [-2.27, -0.05, 1.08], [0.01, -0.36, 0.24], [-0.03, 0.37, 0.08], [-3.76, -1.60, -0.06], [0.05, 1.66, 0.52], [-0.20, 1.33, 0.78], [-0.23, 1.33, -2.59], [-0.30, 0.18, 0.50], [0.38, 0.83, -0.08], [-0.61, 0.80, -0.35], [-0.37, -0.78, 0.13], [1.22, -1.11, 0.15], [-0.94, -0.43, -0.18], [3.02, 0.42, -0.84]], "mulliken_charge": [-1.58, 0.53, -1.36, 0.36, -1.18, -0.55, 0.32, 0.36, 0.55, 0.17, 0.40, 0.26, 0.38, -0.17, 0.34, 0.32, 0.40, 0.20, 0.25], "smiles": "CC(C)[Si@H](C)N", "homo_ev": -9.4, "e_above_lowest_kcal_mol": 14.73, "orbital_gap_ev": 10.35, "energy_ev": -13726.4763, "charge": 0}